{"formula": "C22H27BN6O2Sr", "method": "ωB97M-V/def2-TZVPD", "total_energy_ha": -1389.31918, "lumo_ev": 0.20, "e_homo_ev": -8.51, "de_lowest_kcal_mol": 24.0, "spin_multiplicity": 1, "orbital_gap_ev": 8.706, "elements": ["Sr", "C", "C", "C", "C", "C", "N", "N", "B", "N", "N", "C", "C", "C", "C", "C", "N", "N", "C", "C", "C", "C", "C", "H", "H", "H", "H", "H", "H", "H", "H", "H", "H", "H", "H", "H", "H", "H", "H", "H", "H", "H", "H", "H", "H", "O", "C", "O", "C", "C", "C", "C", "C", "C", "H", "H", "H", "H", "H"], "coordinates": [[0.56723, 1.69911, 0.19791], [0.54166, 0.95912, -3.85100], [-0.35635, 0.15202, -2.97553], [-1.07825, -1.00439, -3.28187], [-1.74865, -1.33259, -2.11236], [-2.74806, -2.42076, -1.91326], [-1.41974, -0.42573, -1.17698], [-0.58879, 0.50527, -1.71740], [-1.66321, -0.24509, 0.34362], [-3.12897, -0.14036, 0.79431], [-3.55496, 1.15442, 0.73149], [-4.83732, 1.17220, 1.03494], [-5.60729, 2.44664, 1.05916], [-5.27972, -0.13037, 1.31779], [-4.17315, -0.93595, 1.15440], [-4.13645, -2.39998, 1.42701], [-0.61271, -1.01166, 1.22583], [0.28239, -0.17627, 1.84448], [1.06038, -0.91508, 2.61892], [2.17030, -0.30709, 3.40593], [0.70214, -2.26068, 2.50201], [-0.33958, -2.28314, 1.59444], [-0.92326, -3.51503, 0.99882], [0.66508, 0.47783, -4.81866], [1.52527, 1.06483, -3.38866], [0.13113, 1.95655, -4.01596], [-1.13723, -1.51575, -4.22683], [-3.05725, -2.81261, -2.88023], [-3.63141, -2.02870, -1.41013], [-2.34976, -3.25108, -1.32894], [-1.33979, 0.88916, 0.49837], [-4.95842, 3.26914, 0.76394], [-5.99702, 2.64770, 2.05805], [-6.45394, 2.40474, 0.37308], [-6.26466, -0.45110, 1.61218], [-5.15697, -2.75761, 1.55244], [-3.58981, -2.61400, 2.34996], [-3.68819, -2.97052, 0.61925], [2.15799, 0.77786, 3.29863], [3.13574, -0.67754, 3.06049], [2.07669, -0.55134, 4.46401], [1.16030, -3.11188, 2.97489], [-0.64772, -4.37349, 1.60782], [-0.51183, -3.67161, -0.00130], [-2.00204, -3.47968, 0.92836], [2.65826, 0.94197, -0.45329], [3.16991, 2.07603, -0.27055], [2.49401, 3.07263, 0.09950], [4.64703, 2.23063, -0.51258], [5.39482, 1.11622, -0.87930], [6.75212, 1.23955, -1.11516], [7.36723, 2.47570, -0.98948], [6.62553, 3.59031, -0.62486], [5.26632, 3.46951, -0.38461], [4.89323, 0.16370, -0.97771], [7.33207, 0.37111, -1.39986], [8.42907, 2.57009, -1.17737], [7.10914, 4.55355, -0.52968], [4.66749, 4.32346, -0.09852]], "forces_ev_per_a": [[-0.35, 0.53, 0.05], [0.04, 0.06, 0.07], [-0.18, -0.06, -0.03], [-0.08, 0.05, 0.20], [-0.03, -0.09, -0.31], [-0.01, 0.01, 0.11], [-0.29, -0.27, -0.19], [0.45, -0.08, -0.10], [0.00, 0.21, 0.17], [-0.22, -0.19, 0.06], [-0.09, 0.42, -0.14], [0.19, -0.22, -0.01], [0.02, 0.05, 0.01], [0.11, -0.13, -0.08], [-0.21, 0.06, 0.09], [0.11, -0.01, 0.10], [-0.08, -0.19, 0.02], [-0.20, 0.05, 0.44], [0.04, -0.10, -0.14], [-0.01, 0.06, -0.01], [-0.08, 0.10, -0.09], [0.21, -0.13, 0.05], [-0.03, 0.03, -0.12], [0.02, 0.00, -0.01], [0.01, 0.02, -0.05], [0.02, 0.00, -0.02], [0.00, -0.03, -0.03], [0.03, 0.00, -0.01], [-0.04, -0.04, 0.02], [-0.03, 0.02, -0.01], [-0.68, -0.32, 0.23], [-0.02, 0.03, 0.00], [-0.02, 0.03, 0.00], [-0.02, 0.02, 0.00], [-0.04, -0.03, 0.02], [0.00, 0.01, 0.03], [0.02, -0.04, -0.07], [-0.11, 0.00, -0.06], [0.04, -0.01, 0.04], [0.02, 0.02, 0.00], [0.00, 0.02, 0.01], [0.01, -0.04, 0.02], [0.00, -0.01, 0.02], [-0.04, -0.01, 0.00], [0.06, -0.07, -0.01], [0.39, -0.63, -0.24], [0.93, 0.12, -0.19], [0.28, 0.75, 0.13], [-0.05, 0.00, 0.00], [-0.12, 0.02, 0.02], [0.07, -0.07, -0.03], [0.08, 0.04, 0.00], [0.02, 0.04, 0.01], [-0.12, -0.06, 0.02], [-0.01, -0.01, 0.01], [0.01, 0.00, 0.00], [0.01, 0.02, 0.00], [0.00, 0.01, 0.01], [0.00, 0.01, 0.00]]}

{"formula": "C22H27Cl4N3O6", "method": "ωB97M-V/def2-TZVPD", "smiles": "C[N+](=O)[O-].C[N+](=O)[O-].C[N+](=O)[O-].ClC(Cl)(Cl)Cl.c1ccccc1.c1ccccc1.c1ccccc1", "total_energy_ha": -3310.60354, "lumo_ev": 0.08, "e_homo_ev": -9.15, "de_lowest_kcal_mol": 44.0, "spin_multiplicity": 1, "orbital_gap_ev": 9.236, "elements": ["C", "N", "O", "O", "H", "H", "H", "C", "N", "O", "O", "H", "H", "H", "C", "N", "O", "O", "H", "H", "H", "Cl", "C", "Cl", "Cl", "Cl", "C", "C", "C", "C", "C", "C", "H", "H", "H", "H", "H", "H", "C", "C", "C", "C", "C", "C", "H", "H", "H", "H", "H", "H", "C", "C", "C", "C", "C", "C", "H", "H", "H", "H", "H", "H"], "coordinates": [[0.42198, -2.83405, -10.75027], [0.47647, -3.00345, -9.27122], [0.35151, -4.07829, -8.77619], [0.58744, -1.96904, -8.53164], [1.35175, -2.30439, -10.95781], [-0.45861, -2.27191, -11.06121], [0.39903, -3.80710, -11.24091], [2.72666, 4.25703, 3.94018], [4.01849, 4.55742, 3.29702], [4.59632, 3.68632, 2.73443], [4.57277, 5.62197, 3.49719], [2.34629, 3.25566, 3.73852], [1.99657, 4.95044, 3.52275], [2.74730, 4.49561, 5.00355], [-8.08742, 4.24191, 4.69813], [-7.27852, 3.46737, 5.69063], [-7.82935, 2.66551, 6.38779], [-6.04926, 3.66179, 5.70499], [-7.86657, 5.28873, 4.90667], [-9.13594, 3.94411, 4.70325], [-7.60167, 3.97869, 3.75853], [-2.82458, -0.20157, -2.65422], [-3.41541, 0.36357, -1.10209], [-4.63234, 1.64203, -1.20347], [-4.12090, -1.06787, -0.34827], [-2.05027, 0.92163, -0.17137], [-0.60077, -9.04966, 0.04736], [0.17342, -10.20679, 0.03052], [0.48332, -10.83388, 1.21273], [0.07023, -10.25996, 2.38889], [-0.74295, -9.14769, 2.38946], [-1.14918, -8.55279, 1.19745], [-0.87757, -8.61488, -0.90170], [0.55841, -10.57259, -0.90988], [1.10358, -11.71785, 1.22907], [0.29837, -10.79802, 3.29710], [-1.21295, -8.87482, 3.32276], [-1.75318, -7.65980, 1.26195], [0.00373, 9.95864, 0.36713], [-0.29190, 8.88656, -0.44759], [-1.30518, 7.99468, -0.18222], [-2.18377, 8.29437, 0.85572], [-1.88992, 9.33150, 1.71847], [-0.80107, 10.18604, 1.47907], [0.70428, 10.73848, 0.10733], [0.29359, 8.79620, -1.35061], [-1.43076, 7.11300, -0.79318], [-3.00936, 7.68401, 1.19073], [-2.52529, 9.49217, 2.57689], [-0.60300, 11.09765, 2.02324], [6.40643, -2.33388, -0.48227], [6.08694, -3.63987, -0.21981], [4.77540, -4.00915, -0.32521], [3.84061, -3.14762, -0.86639], [4.18681, -1.82181, -1.15054], [5.49554, -1.46108, -0.98574], [7.42757, -2.01721, -0.32935], [6.69971, -4.43357, 0.18135], [4.43156, -4.87274, 0.22469], [2.80632, -3.44319, -0.96281], [3.44718, -1.08113, -1.41649], [5.84212, -0.48545, -1.29304]], "forces_ev_per_a": [[0.61, -0.02, -0.11], [-0.65, 3.13, 2.68], [0.02, -1.58, -0.35], [-0.02, -1.83, -2.67], [-0.28, 0.09, -0.38], [0.19, 0.18, 0.45], [0.13, 0.03, 0.38], [-1.60, 0.73, -0.07], [1.45, 0.66, 1.47], [0.07, -2.30, -1.49], [-1.22, 0.95, 0.35], [0.70, 0.03, -0.02], [0.10, 0.12, -0.11], [0.49, -0.18, -0.14], [0.92, -0.08, -0.26], [1.89, 0.16, -0.09], [-0.67, -0.44, 0.46], [-1.80, 0.14, -0.27], [-0.39, -0.08, -0.05], [0.30, 0.14, 0.32], [-0.26, 0.16, -0.11], [-0.05, 0.44, -0.67], [-0.11, -0.53, 0.04], [0.16, -0.13, -0.27], [-0.31, -0.05, 0.50], [0.31, 0.28, 0.40], [-0.44, -0.31, -1.33], [0.02, 0.43, -0.30], [0.69, 0.02, -0.34], [-0.31, -0.60, 0.57], [-0.84, -0.28, 0.33], [0.87, 0.16, 1.27], [0.11, 0.19, -0.13], [-0.08, -0.10, -0.08], [-0.02, -0.12, -0.04], [0.02, 0.26, 0.30], [0.20, 0.42, 0.14], [-0.21, -0.06, -0.37], [-1.18, 0.59, 0.56], [1.02, 0.04, -0.83], [-0.76, 0.12, 0.15], [0.62, -0.49, 0.94], [0.56, 1.07, 0.09], [-0.24, -0.29, -0.50], [0.38, -0.32, -0.17], [0.14, -0.38, -0.08], [-0.16, 0.05, -0.15], [-0.10, -0.38, -0.58], [-0.09, 0.13, 0.04], [-0.20, -0.17, 0.53], [2.13, -0.65, -0.17], [-0.41, -0.65, 0.83], [-1.21, -0.08, 0.13], [-0.62, 0.97, 0.31], [-0.56, -0.98, -0.12], [0.05, 1.28, -0.37], [0.14, 0.15, -0.10], [0.79, 0.54, 0.12], [-0.01, -0.61, -0.65], [-0.10, -0.11, 0.11], [-0.09, -0.13, -0.36], [-0.13, 0.27, 0.27]]}

{"formula": "C22H27ClNOPrSi", "method": "ωB97M-V/def2-TZVPD", "total_energy_ha": -2251.28078, "lumo_ev": [0.30, 0.32], "s2": 2.003, "e_homo_ev": [-7.71, -7.72], "spin_multiplicity": 3, "orbital_gap_ev": [8.010, 8.041], "elements": ["Pr", "C", "C", "C", "C", "C", "C", "H", "H", "H", "H", "H", "H", "N", "C", "C", "C", "C", "C", "C", "C", "C", "C", "C", "C", "C", "H", "H", "H", "H", "H", "H", "H", "H", "H", "H", "C", "Si", "C", "C", "O", "H", "H", "H", "H", "H", "H", "H", "H", "H", "Cl", "C", "H", "H"], "coordinates": [[0.06868, -0.72861, -0.13874], [0.19083, -1.66169, 3.26058], [1.47888, -1.66982, 2.67356], [2.13381, -0.45534, 2.34391], [1.43952, 0.75915, 2.52148], [0.15750, 0.77290, 3.12312], [-0.44196, -0.42255, 3.54803], [-0.27665, -2.57214, 3.55584], [1.99749, -2.61525, 2.55200], [3.19484, -0.46430, 2.04429], [1.91885, 1.69982, 2.21703], [-0.35440, 1.71733, 3.24765], [-1.37121, -0.39545, 4.11840], [2.55437, 0.30072, -0.54921], [2.70890, 0.64941, -1.92323], [3.58474, -0.08744, -2.77569], [3.70117, 0.25014, -4.12783], [2.91299, 1.31276, -4.64245], [2.08330, 2.03395, -3.79950], [1.93730, 1.70735, -2.41928], [0.94740, 2.43603, -1.54748], [0.92199, 3.82309, -1.57893], [0.08297, 4.57238, -0.75796], [-0.80582, 3.87509, 0.05494], [-0.80747, 2.48221, 0.04776], [0.08635, 1.77358, -0.69270], [3.35468, -0.22485, -0.19205], [2.41798, 1.14485, 0.01033], [4.15835, -0.91197, -2.33183], [4.33700, -0.34862, -4.78305], [2.96619, 1.56757, -5.70055], [1.51167, 2.87364, -4.17678], [1.60907, 4.31312, -2.29471], [0.09505, 5.65801, -0.76361], [-1.52126, 4.38865, 0.70754], [-1.52542, 1.94647, 0.65888], [-3.34521, -3.07787, 2.24719], [-3.23606, -1.64723, 0.99065], [-4.52361, -0.33568, 1.46127], [-3.42144, -2.32130, -0.78774], [-1.76356, -0.89533, 0.93837], [-4.32795, -3.59547, 2.23941], [-3.16947, -2.70406, 3.28815], [-2.57518, -3.84840, 2.06859], [-5.55528, -0.73772, 1.35570], [-4.45561, 0.52015, 0.76268], [-4.37495, 0.05139, 2.50056], [-4.44995, -2.55012, -1.07247], [-2.84458, -3.28009, -0.86070], [-2.96441, -1.59762, -1.49552], [2.12722, -2.96580, -0.41249], [0.51815, -3.16091, -1.30222], [0.16907, -4.17204, -1.04266], [0.74515, -3.18204, -2.36851]], "forces_ev_per_a": [[0.55, -0.80, 0.12], [0.88, 1.85, -0.08], [-0.40, 0.58, 0.47], [-0.68, -0.17, 0.54], [-0.08, -0.38, 0.08], [0.55, -0.70, -0.19], [0.95, -0.32, -0.38], [-0.23, -0.55, 0.08], [-0.09, 0.14, -0.10], [-0.75, -0.01, -0.02], [-0.32, -0.36, 0.25], [0.03, 0.00, 0.08], [0.14, -0.05, -0.42], [0.55, 0.00, 0.24], [0.26, -0.20, -0.88], [-0.43, 0.58, 0.35], [-0.86, 0.22, 0.37], [0.61, -0.48, 0.33], [0.01, -0.33, 0.95], [-0.09, -0.05, -0.90], [0.71, 0.66, -0.28], [0.85, 0.84, -0.88], [-0.27, -0.44, 0.03], [-0.44, 0.35, 0.38], [-0.57, 1.10, 0.61], [0.28, -2.73, -0.64], [-0.34, 0.16, -0.24], [0.09, -0.22, -0.16], [-0.22, 0.33, -0.30], [-0.15, 0.29, 0.21], [0.03, -0.05, 0.27], [-0.06, -0.11, -0.09], [-0.41, 0.00, 0.59], [0.05, -0.15, -0.07], [0.33, 0.04, -0.30], [-0.15, 0.08, 0.19], [0.21, 0.09, 0.46], [0.22, 0.25, -0.30], [-0.25, -0.01, -0.08], [0.42, -0.42, 0.41], [-0.38, -0.41, 0.13], [0.48, 0.40, -0.06], [-0.22, -0.20, -0.73], [-0.23, 0.27, -0.07], [0.54, 0.22, 0.25], [0.05, -0.31, 0.33], [-0.14, -0.37, -0.79], [0.03, 0.13, -0.15], [-0.35, 0.78, 0.02], [-0.44, -0.39, 0.27], [0.10, -0.04, -0.09], [-0.75, 0.50, 0.07], [0.08, 0.41, 0.11], [0.33, 0.02, 0.01]]}

{"formula": "C22H27CoN7", "method": "ωB97M-V/def2-TZVPD", "total_charge": 2, "total_energy_ha": -2619.78259, "lumo_ev": [-6.53, -8.32], "s2": 0.789, "e_homo_ev": [-12.76, -12.76], "de_lowest_kcal_mol": 15.3, "spin_multiplicity": 2, "orbital_gap_ev": [6.224, 4.437], "elements": ["Co", "C", "C", "N", "C", "C", "C", "C", "C", "C", "C", "N", "C", "C", "N", "N", "H", "H", "H", "H", "H", "H", "H", "H", "H", "H", "H", "H", "H", "H", "H", "H", "H", "H", "C", "C", "C", "C", "C", "C", "N", "N", "C", "C", "C", "C", "C", "N", "H", "H", "H", "H", "H", "H", "H", "H", "H"], "coordinates": [[-0.49587, -0.67711, -0.11338], [-0.52461, -2.93962, -1.38370], [0.25340, -1.95820, -2.28632], [-0.34975, -0.58443, -2.13068], [0.40003, 0.69810, -2.53425], [0.30710, 1.69793, -1.35321], [0.25862, 3.19227, -1.12479], [0.06357, 3.65132, 0.13763], [-0.15921, 2.89654, 1.44458], [-1.00264, 1.86598, 1.62562], [-0.98354, 0.72306, 2.60821], [-0.52213, -0.57316, 1.90592], [-1.30538, -1.82130, 2.23983], [-1.47796, -2.79561, 1.03830], [-0.37823, -2.55578, 0.05896], [-0.52101, 1.07160, -0.39060], [-0.17680, -3.95537, -1.57058], [-1.58537, -2.90150, -1.63399], [0.19399, -2.32597, -3.31097], [1.30453, -1.90365, -2.01126], [-1.24674, -0.58681, -2.60822], [-0.07703, 1.13127, -3.40984], [1.43539, 0.47019, -2.78242], [0.40199, 3.87358, -1.95248], [0.11505, 4.72939, 0.25563], [0.46605, 3.24122, 2.26536], [-1.98967, 0.53911, 2.97750], [-0.33155, 0.92563, 3.45586], [0.44608, -0.72837, 2.17142], [-2.29740, -1.52248, 2.56384], [-0.82549, -2.33555, 3.07163], [-2.41711, -2.59010, 0.53186], [-1.50287, -3.82623, 1.38968], [0.48296, -2.94785, 0.42218], [5.44692, -0.69803, 0.15163], [4.94880, 0.60925, 0.10357], [3.59584, 0.83736, 0.03440], [2.70481, -0.26761, 0.00847], [3.21828, -1.58709, 0.06822], [4.57211, -1.79133, 0.13326], [1.37229, -0.10484, -0.09376], [0.91523, 1.20452, -0.10665], [-1.75875, 1.48249, 0.37898], [-2.68846, 2.52500, -0.13381], [-3.99503, 2.23486, -0.28261], [-4.53781, 0.91995, -0.08382], [-3.66909, -0.06586, 0.16665], [-2.32971, 0.13682, 0.34441], [6.51483, -0.86635, 0.19969], [5.63109, 1.44885, 0.11778], [3.20358, 1.84531, 0.00788], [2.54129, -2.43226, 0.05458], [4.96596, -2.79876, 0.16596], [-2.34706, 3.53804, -0.26802], [-4.66053, 3.04129, -0.56664], [-5.59001, 0.70655, -0.19102], [-4.01302, -1.09621, 0.22353]], "forces_ev_per_a": [[-0.85, 1.39, 0.62], [0.07, -0.08, 0.00], [-0.16, 0.05, -0.24], [0.34, -0.41, 0.46], [-0.13, 0.01, -0.14], [-0.18, -0.54, -0.19], [-0.17, -0.07, 0.14], [-0.15, -0.19, 0.04], [0.00, 0.19, 0.14], [0.16, -0.05, -0.17], [-0.03, 0.12, 0.15], [0.09, -0.24, -0.53], [0.02, 0.00, 0.12], [0.16, 0.10, 0.02], [-0.60, -0.54, -0.27], [0.68, 0.80, -0.26], [-0.01, -0.05, 0.02], [-0.04, -0.02, 0.03], [0.02, 0.11, -0.09], [0.02, -0.01, 0.03], [-0.11, 0.14, 0.17], [-0.01, -0.08, -0.09], [0.00, -0.08, 0.02], [0.05, -0.01, 0.05], [0.00, -0.02, -0.02], [0.00, -0.02, -0.09], [-0.01, -0.08, 0.02], [0.05, -0.13, 0.01], [0.00, 0.05, 0.18], [-0.01, 0.04, 0.05], [0.07, 0.06, 0.04], [0.03, 0.01, -0.09], [0.04, -0.04, 0.02], [0.10, 0.12, 0.03], [-0.02, 0.04, -0.03], [0.00, -0.02, -0.03], [0.10, 0.06, 0.00], [-0.31, 0.06, -0.04], [0.09, -0.12, 0.02], [0.04, -0.05, 0.00], [-0.12, -0.16, -0.33], [0.81, 0.45, 0.51], [-0.51, -0.24, 0.52], [-0.11, -0.12, -0.30], [0.00, 0.05, -0.05], [-0.28, 0.38, -0.16], [0.46, -0.52, -0.30], [0.31, -0.43, -0.17], [-0.03, 0.01, 0.01], [0.00, -0.04, 0.02], [0.01, -0.03, 0.02], [0.02, 0.04, -0.02], [0.00, 0.04, 0.02], [0.02, -0.04, 0.01], [-0.01, -0.03, 0.03], [0.00, 0.11, 0.06], [0.13, 0.03, 0.03]]}